No. 1
Entry from the OMol25 dataset: a 22-piece molecular cluster, C46H126BO50 overall in a non-equilibrium geometry (ωB97M-V with the def2-TZVPD basis set).

```
! wB97M-V def2-TZVPD RIJCOSX def2/J DEFGRID3
* xyz -1 1
C -2.23831 -2.14666 3.75256
H -1.95310 4.55849 -4.51835
H -1.48350 -6.03704 -2.31555
H -2.99365 -1.48830 1.83372
O -0.87329 3.36748 -0.99968
H 0.58270 3.55401 1.76963
H -0.15143 -5.03491 -0.05712
H 4.54418 0.53698 -4.41278
H 2.56904 7.69981 1.25006
C 4.06287 -2.67630 -0.69924
H 4.26056 -4.44092 0.46342
C -4.76629 -0.61329 -0.64263
C 0.52424 3.40845 2.84828
H -0.52362 4.06498 -7.48597
H 1.66977 -3.60348 4.02794
O 4.82644 -1.56273 -1.11618
C 0.19363 3.40454 -7.97328
O -4.29673 3.28396 -2.85155
H -0.68646 7.97063 -2.05571
H 6.58481 4.57084 -0.59241
H -4.40600 -1.00469 -1.59400
H 1.89896 4.70167 3.24901
H -1.19752 -2.03864 -1.51418
H -1.20403 -2.03271 3.42795
H 6.01598 6.44148 0.33156
O 0.76406 0.29796 -1.26116
O -0.74191 -7.40200 -0.84666
O -2.24194 -1.86140 5.16726
H 2.62961 -1.02147 -3.26704
O 3.47900 4.06260 0.75003
H 4.07840 -3.67723 5.40897
H -4.76129 -5.28751 0.66550
C -0.50784 2.21704 -0.89469
H 0.49631 -0.88521 4.30602
H -6.01301 1.72430 0.97060
H 2.58046 4.30861 -3.13014
O 5.56970 0.94726 3.78365
H -3.80594 -5.50044 2.13294
C 3.34042 -0.93440 -4.08878
H 1.41720 0.55682 4.83477
H 0.65937 10.11694 0.73674
O 0.01018 -7.32864 5.06767
C -0.55907 -6.28157 -1.79233
H -3.13723 -1.85052 5.51359
H 1.30157 -1.91397 6.74588
H 2.93567 -3.07912 -4.69670
O 0.97949 4.57731 3.49541
H 4.44867 -3.51899 3.12527
H 5.02361 -1.14196 -0.27613
H 0.04128 2.18712 -6.21925
H 2.74268 -4.91638 2.20305
C 5.88148 4.50818 0.23794
C -0.11099 2.02216 -7.28588
H 5.19879 0.98699 4.66821
O -0.09624 6.09249 -1.45520
C -3.10485 -1.21919 2.88410
H -4.13661 -4.88154 -3.82765
H -1.71773 -6.15651 3.51151
O -5.59314 -6.59525 2.08999
H -3.07917 7.44590 -1.05341
H 2.43297 4.23492 -5.78736
H 4.07107 -2.20759 -5.71912
H 6.17782 3.75364 0.96661
O 2.25002 -0.22095 7.27303
H -2.22742 8.90448 0.10674
H 5.28377 1.69640 1.00495
H 0.83811 7.54423 1.20466
H -2.36606 -3.17747 3.42206
H -1.13563 2.10380 2.73294
H -5.08518 -3.32405 1.81490
C -5.53568 -4.22169 2.23847
H -5.71880 -4.67666 -1.94404
O 2.72080 10.28304 0.66453
H -4.52087 3.61482 -1.97868
C 0.50102 1.48481 -1.83878
H -3.85493 -3.17379 -3.77042
H -2.85843 0.14101 -0.12107
O 0.71023 0.93044 -7.72365
H 3.38802 -2.97109 -1.50283
H -1.02266 -3.95392 -4.47048
H 0.78346 -4.85542 4.62858
H -6.61842 -4.24870 2.11586
C 0.93090 -0.36337 5.15861
O 0.63657 4.02824 -4.69058
C 1.54446 9.67509 1.19445
H 0.81323 3.46924 -3.93038
H -3.67264 0.69574 1.71797
H 1.16157 2.55956 3.09587
C -2.12788 7.12427 -0.62949
H 1.21003 3.79828 -7.97434
H 2.55782 -5.82973 5.52515
O 2.14790 -6.76518 2.89959
H -8.20550 3.01165 0.04072
O -5.69100 -3.63171 -4.46148
H -1.82879 -8.27420 5.03563
O 0.98430 1.96071 -2.89301
C -6.51634 4.32159 -0.13872
O 5.22433 -4.55238 -1.49302
O -6.13350 -0.22802 -0.74716
C -3.85111 0.57730 -0.23216
C -7.12113 2.91042 -0.00390
C 4.66296 0.91544 1.44403
H -2.46278 2.86132 -4.49287
H -4.64581 -1.42853 0.07080
O -1.81805 -2.25188 -2.21494
H -6.13995 -4.46329 -4.63033
C 3.73657 -2.33978 -4.69017
O 2.82691 -5.05505 5.02610
O 4.49214 -0.17522 -3.77117
O -4.00082 -3.86997 -1.18167
H 6.19781 -4.56199 4.19450
H 6.11704 -1.79411 4.85259
O -1.79377 8.07727 0.32869
O 5.94257 5.71293 0.95238
H 3.71237 0.96163 0.91266
H -0.51266 1.70957 4.69426
H 4.67166 -3.83190 -4.04882
O 1.49889 -5.27059 -1.00496
H 1.02392 7.27504 -0.84186
O -0.34702 3.43924 -9.25440
H -6.94128 4.84651 -0.99429
O 4.86621 -3.21194 5.69959
C 1.80498 -1.11757 6.19776
C 4.88760 -3.87454 -0.22515
C 1.94028 -5.37029 2.78463
C 5.39922 -3.01657 3.30454
H 1.47205 -0.10996 7.82443
H -1.62452 6.64172 -2.73257
C 4.46873 4.17791 -0.28878
H -1.15687 -0.62341 -3.14229
H 0.28136 -7.09182 2.50545
H 0.37556 -1.89026 -4.69217
H -1.59713 3.76620 3.09515
C -0.00309 -2.38653 -3.79862
C 5.18070 -2.31498 4.65245
H -2.22297 6.17560 -0.10121
C -1.52804 -7.17506 3.17287
H -0.80576 -7.05577 0.04645
H 4.50095 -5.13273 -1.74105
O -0.28927 0.04011 5.73871
O -3.38034 3.90508 -5.92854
H 4.09766 4.99170 -0.91180
H -4.14348 -1.26490 3.21160
C 1.66827 8.13458 0.81681
O -2.70323 0.17097 2.95614
H 1.41696 9.85703 2.26156
H 1.59531 -6.14185 -0.61353
C 1.74913 -4.68335 4.15321
O 4.77505 -2.88295 -3.94688
H -5.59919 -2.96585 -1.92765
O -0.36531 -2.98704 1.00077
H -5.56439 -4.85912 4.01732
H 1.45864 5.63176 -5.65241
C 1.78510 4.75995 -5.08542
H -2.84470 0.38869 3.88037
O -0.68512 -0.96963 0.11385
H -4.01625 1.40827 -0.91795
H 0.04690 -6.56765 -2.65202
H 5.71594 -3.48495 0.36662
H -4.66045 4.89305 -3.86697
H 0.84684 -7.47463 4.62012
C -4.62796 -3.92910 -3.62885
H 3.35093 -2.30210 0.03642
O 1.08129 0.09055 1.12052
C -3.78018 4.34709 -3.52762
H 4.53680 -1.43766 4.59082
H -0.22448 4.26217 -9.73332
H 3.52588 5.36742 -4.12670
H 6.20635 -0.25535 1.56530
C -1.27417 -1.68642 -3.35288
O -5.10913 4.09606 -0.28242
H 1.09105 -5.19658 2.12378
C -0.06089 -1.80997 0.87608
H 2.78336 4.69559 0.55766
O 6.32908 -4.08499 3.37180
H -3.30837 4.94367 -2.74687
O -5.34827 -4.02410 3.59587
C -4.82203 -5.44014 1.74305
H 2.73528 -0.40883 -4.82749
H -3.95577 3.13991 -5.99930
H -3.38094 -3.21170 -1.50418
C 1.17104 -1.15275 1.57333
O 5.36371 -0.23429 1.10582
H -0.41811 5.19643 -1.33243
H 0.75704 -2.29210 -3.02313
H -0.68993 -9.04838 4.02714
H -6.55773 -0.21880 0.11397
H 0.59384 0.96539 -8.67593
C -1.14435 7.00865 -1.82543
O -6.69724 2.34881 1.22243
H 2.90327 -6.83855 3.48750
C 0.11243 -5.09174 -1.11318
H -2.03365 -1.64778 -4.13378
O 2.04432 6.27865 -3.18178
H -6.69263 4.90419 0.76549
H -4.86350 3.63178 0.52114
H -6.96529 2.22584 -0.83766
H -1.16247 1.79156 -7.45708
H -0.83158 -0.75186 5.75527
H 2.75925 9.94314 -0.23246
O 1.75962 7.84652 -0.60999
O -0.17717 -3.78273 -4.04923
C -2.80321 3.88670 -4.63714
H 4.42934 3.24296 -0.84771
O 1.98741 -1.71569 2.35018
C -1.00553 -8.05786 4.35479
H 5.48404 -2.34015 2.45403
C -5.03213 -3.86277 -2.17680
B 0.13531 0.22626 0.03399
O -4.19894 1.07339 1.00947
H 2.58824 -1.60638 5.61838
H -5.51138 -6.82399 3.01875
H 3.67922 0.39872 3.27276
C -0.84888 2.99729 3.28751
H 0.01315 -4.14672 -1.64721
H 1.21649 6.07060 -2.74245
H -2.47254 -7.59820 2.83086
O -0.57974 -7.15773 2.08620
C 4.40728 1.15991 2.99238
O -0.63961 1.47075 0.16181
H 3.86906 2.09324 3.15761
C 2.50240 5.14474 -3.82503
O -0.76873 2.63248 4.62906
*
```

E   -5615.00809 a.u.
Maximum force   4.9 eV/A
HOMO level   -7.0 eV
Gap between HOMO and LUMO   8.283 eV
LUMO   1.285 eV

No. 2
Entry from the OMol25 dataset: C38H31N2O6P2Pt as an isolated structure (ωB97M-V with the def2-TZVPD basis set).

```
! wB97M-V def2-TZVPD RIJCOSX def2/J DEFGRID3
* xyz 1 5
H 0.61432 1.25680 -3.80119
H -0.54104 5.26904 -2.79314
C 5.15974 2.89110 -1.59673
H -4.70020 1.11562 3.28804
C -2.67339 -2.88211 3.93029
C 5.02835 2.27195 0.72558
C 1.01542 -2.99846 0.30172
C -0.42603 -2.27703 4.55608
H 3.49597 2.32459 -2.82038
H 1.37564 3.11666 3.15442
C -2.03169 -4.29295 -0.32263
C -2.56232 2.16965 3.20533
C 3.91679 2.32004 -1.82094
C 3.78459 1.70173 0.50340
O 2.75681 -1.35820 0.23606
C 0.53711 3.56311 -2.07951
H 0.77726 3.97088 1.72550
C -2.20459 -2.33675 -1.72063
H -1.33544 3.73069 3.87426
H 3.28237 1.18354 1.31083
H -1.97980 -1.29237 -1.92336
H -3.10868 -2.85870 1.83185
C -3.20581 0.15358 1.72677
C -2.83767 -4.99634 -1.20139
O -3.59147 3.54508 4.75931
H 1.51529 3.99684 -2.24512
C 0.84438 2.99661 2.21095
C -2.34850 -2.73711 2.59135
C 2.97751 -1.82823 -3.77388
C 1.26333 0.39265 -3.74535
C -3.71962 2.57491 4.05538
C -3.32337 -4.37212 -2.34379
C -0.08878 -2.13944 3.22026
H -3.68129 -3.15497 4.20791
C -1.71675 -2.95824 -0.58020
C -1.71479 -2.65598 4.90886
C 2.67835 -1.18871 -2.46217
C 2.41385 -1.41201 -4.93165
C -0.61823 4.26962 -2.38631
C 1.52660 -0.31618 -4.94132
N -1.01907 1.34586 1.83343
N -1.41386 2.92082 3.27103
H 6.68321 3.31360 -0.15106
H -3.95453 -4.91995 -3.02973
H 1.06063 0.00208 -5.86176
H 3.64404 -2.67923 -3.75030
C 3.21364 1.73926 -0.76575
C 5.71109 2.87268 -0.32285
H 5.70031 3.34418 -2.41585
H -3.08693 -6.02773 -0.99416
Pt -0.55027 0.26603 0.10371
C 2.02688 -2.11026 -0.35744
H 0.77492 -3.86697 -0.30981
H 1.41612 2.33231 1.56938
C -2.31459 1.20090 2.29212
H -1.65447 -4.78781 0.56537
H -3.00747 2.00173 -1.49485
P -0.58802 -2.10453 0.52467
C 0.40172 2.27751 -1.56705
H -2.76270 4.28302 -2.44547
O -2.73782 -0.44846 0.70386
H 3.60277 -0.97738 -1.91328
C -1.04760 -2.38637 2.23494
C -0.50321 2.42413 2.42317
C -0.86809 1.75300 -1.32126
H -3.38468 -2.56018 -3.48960
O -4.80560 1.84237 3.97268
O 1.95750 -2.21653 -1.69002
H 1.39898 -3.30424 1.27363
H 2.64099 -1.92354 -5.85598
H 0.91616 -1.83473 2.94869
H 0.31460 -2.08848 5.32087
H 5.47211 2.23394 1.71037
H -1.97611 -2.76630 5.95223
C -3.00384 -3.04754 -2.60300
P 1.57735 1.01945 -1.04883
C -1.88199 3.70742 -2.19287
O -4.29304 -0.05100 2.26682
C -2.02890 2.43029 -1.66502
C 1.81558 0.03186 -2.55547
*
```

E   -2829.40198 a.u.
Maximum force   0.6 eV/A
HOMO level (alpha / beta)   -9.9 / -11.8 eV
Gap between HOMO and LUMO (alpha / beta)   7.738 / 6.327 eV
LUMO (alpha / beta)   -2.117 / -5.462 eV

No. 3
Entry from the OMol25 dataset: a 2-piece molecular cluster, C6H12F3N2P overall in a non-equilibrium geometry (ωB97M-V with the def2-TZVPD basis set).

```
! wB97M-V def2-TZVPD RIJCOSX def2/J DEFGRID3
* xyz 0 1
C -0.42591 1.20332 -0.74198
C 3.06779 -0.16215 0.98645
H 0.16520 1.69955 -1.48665
P 0.99644 -1.05108 -0.64096
H 2.33798 0.53177 1.28071
H 3.58870 -1.37917 -1.67232
H 3.15103 -2.91151 -0.87619
H -1.25000 0.01886 1.74075
H -1.25480 0.72375 -1.10918
C -0.23640 0.33290 1.52609
C 3.47823 -1.79134 -0.63753
H 4.14975 0.06589 0.93902
F -3.86170 1.25855 0.93513
H 4.54998 -1.73951 -0.19255
F -4.46396 -1.36834 0.04008
F -3.88521 2.00949 -1.10879
C -3.95006 0.91696 -0.36043
C -4.24213 -0.33070 -0.79210
N 2.55552 -0.95058 0.01878
H -0.09117 1.40280 1.79343
H -0.86791 2.01290 -0.22947
H -4.24997 -0.51610 -1.83935
H 0.41925 -0.30512 2.19043
N 0.31935 0.32885 0.23665
*
```

E   -986.10508 a.u.
Maximum force   4.7 eV/A
HOMO level (alpha / beta)   -6.7 / -6.8 eV
Gap between HOMO and LUMO (alpha / beta)   7.329 / 6.965 eV
LUMO (alpha / beta)   0.580 / 0.214 eV

Among the records above, which one has the highest E?
C6H12F3N2P